Entry 1:
{"formula": "C23H47N2O4PS", "method": "ωB97M-V/def2-TZVPD", "species": ["O", "C", "O", "C", "C", "C", "C", "P", "S", "H", "H", "H", "H", "H", "H", "H", "H", "H", "H", "H", "C", "C", "C", "C", "C", "C", "N", "O", "C", "C", "C", "H", "H", "H", "H", "H", "H", "H", "H", "H", "H", "H", "H", "H", "H", "H", "H", "H", "H", "C", "C", "C", "C", "C", "C", "N", "O", "C", "C", "C", "H", "H", "H", "H", "H", "H", "H", "H", "H", "H", "H", "H", "H", "H", "H", "H", "H", "H"], "coordinates": [[7.022269, -2.588476, -1.542109], [6.541231, -2.086295, -2.509133], [6.692683, -0.788313, -2.859048], [6.195006, 0.198576, -1.928422], [4.798327, 0.671826, -2.322282], [3.704302, 0.061070, -1.445499], [2.308158, 0.311353, -2.000983], [0.907193, -0.517777, -1.081175], [1.713414, -2.274521, -0.216678], [5.956265, -2.656618, -3.247540], [6.192087, -0.246366, -0.929403], [6.921532, 1.009105, -1.918114], [4.629325, 0.394208, -3.365888], [4.763833, 1.763265, -2.260633], [3.880372, -1.014434, -1.358565], [3.787588, 0.479250, -0.436874], [2.064050, 1.375334, -1.914961], [2.277763, 0.061861, -3.064861], [0.234653, -1.101743, -2.172715], [1.676994, -3.191191, -1.195476], [-4.757604, -0.908798, -3.442934], [-4.190576, 0.156685, -2.499443], [-5.077836, 1.403710, -2.479568], [-5.033329, 2.184290, -3.790763], [-3.599769, 2.553230, -4.172650], [-2.612019, 1.376970, -4.152956], [-2.804711, 0.584571, -2.891120], [-2.131589, 1.040564, -1.905166], [-2.769892, 0.501427, -5.400202], [-1.180058, 1.904951, -4.155936], [-4.114749, -0.468904, -1.110411], [-5.632311, -1.356321, -2.969753], [-5.084558, -0.521456, -4.402416], [-4.026413, -1.698913, -3.618469], [-4.743062, 2.053320, -1.665122], [-6.100709, 1.097392, -2.245430], [-5.511636, 1.617750, -4.594319], [-5.615269, 3.101354, -3.681745], [-3.578636, 2.992715, -5.173336], [-3.237532, 3.321306, -3.482989], [-2.153841, -0.395334, -5.316562], [-2.430473, 1.066049, -6.269150], [-3.792139, 0.197043, -5.598750], [-1.009256, 2.618257, -3.354691], [-0.995407, 2.400423, -5.110958], [-0.465135, 1.088036, -4.045536], [-3.447016, -1.331814, -1.111066], [-5.113661, -0.803613, -0.825378], [-3.757036, 0.237253, -0.366969], [-1.098421, -1.530469, 4.943359], [-0.141531, -0.965820, 3.887794], [0.999077, -1.944443, 3.601535], [1.971281, -2.084935, 4.770658], [2.524262, -0.726924, 5.203629], [1.456039, 0.349872, 5.447117], [0.470257, 0.337845, 4.313704], [0.827642, 1.068772, 3.328103], [0.766698, 0.147756, 6.800527], [2.111158, 1.727292, 5.481826], [-0.963445, -0.717654, 2.627325], [-1.691815, -2.319422, 4.479841], [-0.601933, -1.974718, 5.799951], [-1.781122, -0.757916, 5.299735], [1.545996, -1.594471, 2.722236], [0.575149, -2.917217, 3.338872], [1.492784, -2.592072, 5.613238], [2.804124, -2.722937, 4.468691], [3.110293, -0.833470, 6.120475], [3.209757, -0.364463, 4.431675], [-0.070716, 0.838842, 6.907828], [1.484885, 0.359313, 7.593436], [0.401798, -0.860821, 6.963282], [2.710646, 1.912724, 4.595328], [2.758760, 1.779594, 6.359257], [1.360034, 2.513858, 5.555763], [-1.752024, 0.011847, 2.819019], [-1.425803, -1.659142, 2.324970], [-0.354651, -0.353084, 1.804975]], "forces_ev_per_a": [[-0.2, 0.0, 0.3], [0.3, 0.0, -0.2], [-0.6, -0.1, -0.2], [0.3, 0.0, 0.4], [0.0, 0.1, 0.1], [0.1, 0.0, -0.1], [-0.1, -0.1, -0.1], [-0.1, 0.3, 0.2], [-0.1, -0.3, 0.2], [0.2, 0.1, -0.1], [0.0, 0.0, 0.0], [0.0, 0.0, -0.1], [0.1, 0.1, 0.0], [-0.1, 0.0, -0.1], [0.0, 0.0, 0.0], [0.0, -0.1, 0.0], [0.1, 0.0, -0.1], [0.0, -0.1, 0.0], [0.0, -0.1, 0.0], [0.1, 0.2, -0.2], [0.0, 0.0, 0.0], [-0.1, -0.4, -0.1], [0.0, 0.1, 0.0], [0.0, -0.1, 0.0], [-0.1, 0.1, 0.1], [0.1, -0.2, -0.3], [-0.4, 0.6, 0.1], [0.3, -0.2, 0.1], [0.0, -0.1, 0.0], [0.0, 0.1, 0.0], [0.0, 0.1, 0.1], [0.0, 0.0, 0.0], [0.0, 0.0, 0.0], [0.0, 0.0, 0.0], [0.0, 0.0, 0.0], [0.0, 0.0, 0.0], [0.0, 0.0, 0.0], [0.0, 0.0, 0.0], [0.0, 0.0, 0.0], [0.0, -0.1, 0.1], [0.0, 0.0, 0.0], [0.0, 0.0, 0.0], [0.0, 0.0, 0.0], [0.0, 0.0, 0.0], [0.0, 0.0, 0.0], [0.0, 0.0, 0.0], [0.0, 0.0, 0.0], [0.0, 0.0, 0.0], [0.0, 0.0, 0.0], [0.0, 0.0, 0.0], [-0.3, -0.1, 0.1], [0.2, -0.1, 0.0], [-0.1, 0.1, 0.0], [0.1, -0.1, -0.1], [-0.1, 0.1, 0.3], [0.5, -0.3, -0.2], [-0.2, 0.3, -0.1], [-0.1, 0.0, 0.0], [0.1, 0.0, 0.0], [0.1, 0.0, -0.1], [0.0, 0.0, 0.0], [0.0, 0.0, 0.0], [0.0, 0.0, 0.0], [0.0, 0.1, 0.0], [0.0, 0.0, 0.0], [0.0, 0.0, 0.0], [0.0, 0.0, 0.0], [0.0, 0.0, 0.0], [-0.1, 0.0, 0.0], [0.0, 0.0, 0.0], [0.0, 0.0, 0.0], [0.0, 0.0, 0.0], [0.0, 0.0, 0.0], [0.0, 0.0, 0.0], [0.0, 0.0, 0.0], [0.0, 0.0, 0.0], [0.0, 0.0, 0.0], [0.0, 0.0, 0.0]], "mulliken_spin": [0.0000, 0.0000, 0.0000, 0.0000, 0.0000, -0.0009, 0.0009, -0.0010, 0.0006, 0.0000, 0.0000, 0.0000, 0.0001, 0.0000, 0.0001, 0.0009, 0.0001, 0.0001, 0.0020, 0.0001, 0.0162, 0.0059, 0.0320, -0.0196, 0.0286, 0.0006, 0.3827, 0.5460, 0.0224, -0.0142, -0.0049, 0.0009, 0.0003, -0.0091, 0.0012, 0.0016, -0.0008, 0.0015, 0.0015, 0.0024, -0.0100, 0.0008, 0.0012, 0.0031, -0.0001, 0.0048, -0.0005, -0.0003, 0.0042, 0.0218, 0.0053, 0.0364, -0.0193, 0.0296, -0.0052, 0.4159, 0.5233, 0.0254, -0.0092, -0.0153, 0.0009, 0.0002, -0.0125, 0.0016, -0.0008, -0.0003, 0.0012, 0.0002, 0.0038, -0.0141, 0.0015, 0.0012, 0.0034, 0.0002, -0.0018, -0.0022, -0.0003, 0.0081], "multiplicity": 3, "orbital_gap_ev": [8.25, 9.00], "total_charge": 0, "homo_energy_ev": [-7.8, -8.6], "energy_ev": -55904.2050}

Entry 2:
{"formula": "C41H53Br2I3O20", "method": "ωB97M-V/def2-TZVPD", "species": ["C", "C", "C", "I", "C", "C", "C", "Br", "C", "C", "Br", "C", "C", "C", "C", "C", "O", "C", "C", "C", "C", "C", "C", "C", "I", "C", "C", "I", "C", "O", "H", "H", "H", "H", "H", "H", "H", "H", "H", "H", "H", "H", "H", "H", "H", "H", "H", "C", "O", "C", "O", "O", "C", "H", "H", "H", "H", "H", "H", "C", "O", "C", "O", "O", "C", "H", "H", "H", "H", "H", "H", "C", "O", "C", "O", "O", "C", "H", "H", "H", "H", "H", "H", "C", "O", "C", "O", "O", "C", "H", "H", "H", "H", "H", "H", "C", "O", "C", "O", "O", "C", "H", "H", "H", "H", "H", "H", "C", "O", "C", "O", "O", "C", "H", "H", "H", "H", "H", "H"], "coordinates": [[3.419694, 0.288316, -1.456057], [2.713019, -0.473465, -0.330565], [1.258071, -0.858672, -0.659121], [0.097089, -1.241768, 1.117308], [0.511048, 0.035038, -1.617794], [-0.089976, -0.550525, -2.751013], [-0.010946, -2.007223, -3.031062], [-1.203187, -3.069596, -1.993985], [0.778432, -2.589439, -3.924252], [0.797266, -4.072355, -4.165571], [1.926082, -1.485263, -4.949723], [-0.818124, 0.203440, -3.675804], [-0.979226, 1.561283, -3.505663], [-0.385390, 2.157721, -2.396126], [0.359206, 1.429040, -1.466441], [0.953077, 2.204247, -0.330935], [1.184196, 1.726336, 0.743057], [1.232418, 3.657929, -0.585702], [0.454938, 4.356309, -1.515930], [0.631319, 5.707309, -1.782809], [1.626364, 6.404798, -1.115435], [2.433434, 5.722595, -0.212286], [2.244704, 4.369895, 0.069437], [3.166952, 3.796983, 1.087480], [5.081677, 3.266920, 0.408644], [2.779737, 3.701676, 2.351325], [1.414631, 4.126847, 2.813203], [4.047546, 2.982671, 3.874662], [-0.596371, 3.616984, -2.252920], [-1.550559, 4.174114, -2.734269], [3.051996, 1.299019, -1.592789], [4.478263, 0.303934, -1.212390], [3.323065, -0.296056, -2.370111], [3.249867, -1.417251, -0.239176], [2.816788, 0.017701, 0.629870], [1.304886, -1.829016, -1.133049], [-0.097199, -4.341717, -4.721904], [1.673167, -4.329647, -4.753759], [0.853116, -4.596356, -3.218704], [-1.274302, -0.296262, -4.516508], [-1.533980, 2.176585, -4.192691], [-0.035845, 6.167235, -2.493864], [1.745391, 7.457975, -1.315117], [3.218926, 6.275314, 0.280916], [1.340582, 4.025322, 3.888880], [0.633110, 3.516612, 2.367326], [1.245092, 5.161730, 2.521434], [-5.690537, 7.291582, -7.894270], [-4.418587, 7.335301, -7.246572], [-4.218021, 6.349401, -6.369217], [-5.000544, 5.473783, -6.106463], [-3.007774, 6.503343, -5.840471], [-2.654627, 5.508527, -4.868663], [-5.720028, 8.139643, -8.572334], [-5.801195, 6.370255, -8.463051], [-6.495682, 7.381887, -7.167554], [-2.650648, 4.518890, -5.320719], [-3.338593, 5.534560, -4.026196], [-1.657601, 5.750158, -4.525600], [1.413665, -9.782125, -1.928542], [0.101113, -9.274451, -1.674097], [0.073911, -8.047585, -1.138687], [1.032324, -7.368043, -0.885033], [-1.200996, -7.719617, -0.958644], [-1.411977, -6.405687, -0.433834], [1.282315, -10.770401, -2.359696], [1.941262, -9.146020, -2.637055], [1.979327, -9.864622, -1.002962], [-1.024705, -5.663401, -1.127111], [-0.945855, -6.296732, 0.543578], [-2.486058, -6.278116, -0.334313], [-6.983270, -0.883345, 2.747453], [-6.240309, -0.088029, 1.822601], [-5.062666, -0.609656, 1.475857], [-4.611874, -1.653114, 1.873091], [-4.475274, 0.220304, 0.619229], [-3.191406, -0.225138, 0.166045], [-7.908095, -0.347472, 2.940449], [-7.212690, -1.857418, 2.319524], [-6.434102, -1.003617, 3.679394], [-3.277533, -1.173302, -0.360953], [-2.488850, -0.325091, 0.992854], [-2.822560, 0.532901, -0.522875], [-4.225128, -4.790100, -5.699570], [-3.227705, -5.335628, -4.834240], [-3.072658, -6.658044, -4.942521], [-3.685069, -7.379401, -5.684510], [-2.123926, -7.031541, -4.088423], [-1.834486, -8.436088, -4.084900], [-4.246119, -3.720720, -5.509532], [-3.968396, -4.967263, -6.742340], [-5.201673, -5.215520, -5.476798], [-1.479758, -8.754786, -5.064292], [-2.712081, -9.011817, -3.798057], [-1.054086, -8.577104, -3.343186], [0.836324, -0.052146, 5.365579], [2.132977, -0.141670, 5.952591], [2.307509, -1.140375, 6.811714], [1.480615, -1.951542, 7.133907], [3.564189, -1.083825, 7.260566], [3.895971, -2.106916, 8.201983], [0.851312, 0.811012, 4.705643], [0.627622, -0.945145, 4.778710], [0.071379, 0.089389, 6.127472], [3.793072, -3.091593, 7.750526], [3.267764, -2.032788, 9.087643], [4.933242, -1.944094, 8.480308], [6.270203, 6.272848, 9.436809], [6.244164, 4.890741, 9.078083], [5.021047, 4.407233, 8.855782], [3.993829, 5.028374, 8.934948], [5.136257, 3.121144, 8.532145], [3.892239, 2.468846, 8.262898], [7.314221, 6.532160, 9.586894], [5.857001, 6.885290, 8.637606], [5.719650, 6.440904, 10.360500], [3.388502, 2.932941, 7.417505], [3.248685, 2.485775, 9.141005], [4.121410, 1.436633, 8.012367]], "forces_ev_per_a": [[0.0, -0.7, 0.4], [0.1, -0.2, -0.1], [0.3, 0.4, -0.2], [0.4, -0.2, 0.0], [-0.5, 0.1, 0.0], [-0.1, 0.1, 0.0], [0.2, 0.4, 0.2], [0.0, 0.1, -0.2], [-0.4, -0.3, 0.4], [0.5, 0.6, -0.5], [0.1, -0.1, -0.1], [0.0, 0.1, 0.2], [0.3, -0.3, 0.5], [-0.2, -0.2, -0.4], [0.0, -0.1, -0.2], [-0.1, 0.6, -0.6], [0.2, -0.5, 0.7], [0.2, 0.5, -0.3], [0.0, -0.1, 0.0], [0.0, -0.3, 0.4], [-0.3, -0.4, -0.1], [-0.3, 0.4, -0.4], [0.4, 0.1, 0.2], [0.0, -0.3, 0.1], [-0.3, 0.1, -0.1], [0.4, -0.1, 0.3], [0.1, 0.0, 0.1], [-0.2, 0.0, -0.2], [0.5, 0.0, 0.4], [-0.3, 0.1, -0.2], [0.0, 0.1, -0.2], [0.1, 0.3, 0.0], [-0.1, 0.2, -0.3], [0.0, -0.1, 0.2], [-0.1, 0.3, 0.0], [-0.1, -0.2, 0.0], [-0.1, -0.3, 0.1], [0.0, -0.1, -0.1], [-0.2, -0.2, 0.1], [0.0, -0.1, -0.1], [-0.2, 0.0, -0.1], [0.0, 0.2, -0.1], [0.2, 0.1, 0.1], [0.1, -0.1, 0.2], [-0.1, 0.2, 0.1], [0.0, -0.1, -0.1], [-0.1, 0.1, 0.1], [-0.1, 0.1, -0.1], [0.0, 0.0, 0.0], [0.1, 0.0, 0.0], [0.0, 0.0, 0.0], [0.0, 0.0, 0.0], [0.0, 0.0, -0.1], [0.1, 0.0, 0.0], [0.0, 0.0, 0.1], [0.0, -0.1, 0.0], [-0.1, 0.0, 0.0], [-0.1, -0.1, 0.0], [0.0, 0.2, -0.1], [0.1, -0.1, -0.1], [0.2, -0.1, 0.2], [-0.1, 0.0, 0.0], [0.0, 0.0, 0.0], [0.0, -0.1, 0.1], [-0.1, 0.2, 0.1], [-0.1, 0.0, 0.0], [0.0, 0.1, 0.1], [0.0, 0.1, 0.0], [0.1, 0.0, 0.1], [0.1, 0.0, -0.1], [0.0, -0.1, -0.1], [-0.2, 0.0, 0.1], [0.0, 0.0, 0.0], [0.0, 0.0, 0.0], [0.0, 0.0, 0.0], [0.0, 0.0, -0.1], [0.2, 0.1, -0.1], [0.0, 0.1, -0.1], [0.1, 0.0, 0.0], [0.1, -0.1, 0.0], [0.0, -0.1, 0.1], [-0.3, 0.0, -0.1], [-0.1, 0.1, 0.0], [-0.1, 0.2, -0.1], [0.0, 0.0, 0.0], [0.0, 0.0, 0.0], [0.0, 0.0, 0.0], [0.0, 0.0, 0.0], [0.2, -0.1, 0.1], [0.1, 0.0, 0.1], [0.0, -0.1, 0.0], [0.0, -0.1, -0.1], [-0.1, 0.0, 0.0], [0.0, 0.0, -0.1], [-0.2, 0.0, -0.2], [-0.2, 0.0, -0.2], [0.2, 0.2, 0.0], [-0.1, 0.0, 0.0], [0.0, 0.0, 0.0], [0.0, 0.0, 0.0], [0.1, -0.1, 0.1], [0.2, 0.0, 0.0], [-0.1, 0.0, 0.1], [0.0, -0.1, 0.0], [-0.1, 0.0, 0.0], [-0.1, -0.1, 0.0], [0.0, 0.1, -0.1], [0.1, 0.2, 0.1], [0.0, 0.0, 0.0], [0.0, 0.0, 0.0], [0.0, 0.0, 0.0], [0.0, 0.0, 0.0], [-0.2, -0.3, -0.1], [0.0, -0.1, 0.0], [-0.1, 0.0, 0.0], [-0.1, 0.0, -0.1], [0.0, 0.1, 0.0], [0.0, 0.1, 0.0], [0.2, 0.0, 0.0]], "mulliken_charge": [-0.7355, -0.4725, -1.3234, 0.0830, 0.7826, -0.0939, -0.9220, -0.0326, 0.7321, -1.3005, -0.1652, -0.4860, -1.2350, 0.8044, 0.3539, 0.3700, -0.2945, -0.1537, 0.8614, -0.6486, -0.9919, -0.3318, 0.9262, -1.1522, 0.1080, 0.2448, -1.1341, 0.1849, -0.0748, -0.5978, 0.0691, 0.3798, 0.1792, 0.5415, 0.1796, 0.8809, 0.2660, 0.4454, 0.3606, 0.6284, 0.5104, 0.5088, 0.4201, 0.5453, 0.4753, 0.1644, 0.3152, -0.6331, -0.3318, 0.7321, -0.5422, -0.2982, -0.5681, 0.2179, 0.2937, 0.2926, 0.2435, 0.3564, 0.2085, -0.7001, -0.3623, 0.8083, -0.5633, -0.3150, -0.1673, 0.2356, 0.3055, 0.3092, -0.2624, 0.3631, 0.2665, -0.6282, -0.3430, 0.7003, -0.5517, -0.3334, -0.2048, 0.2167, 0.2921, 0.2923, 0.2880, 0.0311, 0.1562, -0.6897, -0.1406, 0.5352, -0.5707, -0.0972, -0.4632, 0.1917, 0.3147, 0.2969, 0.3640, 0.3355, -0.0514, -0.4814, -0.1462, 0.6891, -0.5503, -0.2602, -0.7218, 0.0655, 0.2312, 0.3343, 0.3191, 0.3108, 0.2285, -0.6321, -0.3312, 0.7698, -0.5401, -0.2866, -0.5932, 0.2198, 0.2923, 0.2946, 0.2279, 0.3400, 0.2155], "orbital_gap_ev": 7.59, "total_charge": 0, "homo_energy_ev": -8.8, "energy_ev": -248713.5863}

> Number 2 is which compound?

C41H53Br2I3O20

> What is the formula in the second record?

C41H53Br2I3O20